(1)
{
  "formula": "C3H6OPS",
  "method": "the ωB97M-V functional and the def2-TZVPD basis",
  "orbital_gap_ev": [3.96, 5.55],
  "homo_energy_ev": [0.0, -3.4],
  "s_squared": 2.014,
  "e_above_lowest_ev": 0.000,
  "charge": -1,
  "multiplicity": 3,
  "species": ["C", "C", "C", "O", "P", "S", "H", "H", "H", "H", "H", "H"],
  "xyz": [[-1.43808, 0.88891, -0.32941], [0.29611, -1.30888, -0.81759], [1.09862, 0.74177, 0.98705], [-1.66897, 1.54578, 0.66600], [0.42178, 0.51677, -0.84301], [-2.55372, 0.24181, -1.42790], [-0.04217, -1.75474, -1.73520], [-0.53008, -1.37066, -0.15510], [1.07071, -1.94144, -0.35373], [0.44466, 0.11117, 1.58382], [0.87689, 1.76209, 0.97970], [2.02425, 0.56743, 1.44537]],
  "forces_ev_per_a": [[0.7, -1.8, -1.3], [0.3, -0.7, 0.2], [-1.9, -1.4, -1.7], [0.4, 2.3, 2.7], [0.7, 0.1, 1.0], [-0.3, -0.6, -1.5], [0.0, 0.0, -0.6], [-1.1, -0.5, 0.7], [0.3, 0.7, -0.3], [-0.6, 0.5, 0.1], [-0.6, 1.7, 1.1], [2.1, -0.3, -0.5]]
}

***

(2)
{
  "formula": "C3H5NO2",
  "method": "the ωB97M-V functional and the def2-TZVPD basis",
  "orbital_gap_ev": 9.35,
  "homo_energy_ev": -9.3,
  "e_above_lowest_ev": 3.815,
  "charge": 0,
  "species": ["N", "C", "O", "C", "C", "O", "H", "H", "H", "H", "H"],
  "xyz": [[-1.02036, -0.16439, -0.71769], [-0.39688, 1.12157, 0.34480], [0.91529, 1.05401, -0.11146], [1.20245, -0.33147, -0.16157], [-0.20950, -0.92976, -0.04719], [-0.68803, 0.55631, 1.43902], [-2.02076, -0.21081, -0.56708], [-0.89403, 2.03087, -0.00131], [1.96034, -0.60608, 0.57367], [1.61686, -0.58533, -1.15217], [-0.40321, -1.92916, 0.35786]],
  "forces_ev_per_a": [[0.0, -0.6, 0.7], [-0.3, 0.6, 1.1], [0.2, 0.0, -0.4], [0.0, -0.1, 0.0], [0.5, -0.7, -1.8], [0.1, 1.2, 0.0], [0.0, -0.7, -0.1], [0.3, 0.2, 0.1], [-0.5, -0.2, 0.3], [-0.2, 0.1, 0.2], [0.0, 0.3, -0.2]]
}

***

(3)
{
  "formula": "C5H3NO",
  "method": "the ωB97M-V functional and the def2-TZVPD basis",
  "orbital_gap_ev": 9.40,
  "smiles": "C#CC(C#C)=NO",
  "homo_energy_ev": -9.4,
  "e_above_lowest_ev": 4.754,
  "charge": 0,
  "species": ["C", "C", "C", "C", "C", "N", "O", "H", "H", "H"],
  "xyz": [[1.80721, 0.66785, -1.56545], [0.84863, 0.29689, -0.88633], [-0.20538, -0.10169, 0.00807], [-0.64315, -1.48667, -0.00602], [-1.05906, -2.60950, -0.00207], [-0.66376, 0.64990, 0.98135], [-0.06939, 1.90746, 1.01503], [2.64917, 0.88906, -2.18950], [-1.47181, -3.62467, 0.09156], [-0.46534, 2.32538, 1.81898]],
  "forces_ev_per_a": [[-2.4, -1.2, 1.6], [2.4, 1.2, -1.6], [0.0, 0.5, 1.4], [-0.2, 0.8, -0.1], [-0.5, -1.2, 0.3], [0.7, -0.5, -1.1], [-0.6, -0.2, 0.6], [-0.2, 0.1, 0.2], [0.6, 1.2, -0.2], [0.4, -0.6, -1.0]]
}

***

(4)
{
  "formula": "C4H8N4",
  "method": "the ωB97M-V functional and the def2-TZVPD basis",
  "orbital_gap_ev": 8.37,
  "homo_energy_ev": -8.5,
  "e_above_lowest_ev": 6.775,
  "charge": 0,
  "species": ["C", "C", "C", "C", "H", "H", "H", "H", "H", "H", "H", "H", "N", "N", "N", "N"],
  "xyz": [[1.76569, 0.35540, 0.05503], [0.77842, -0.75135, -0.44342], [-0.50944, -1.06735, -0.21416], [-1.43051, 0.09327, 0.12808], [2.83487, -1.13133, 0.83695], [3.87752, 0.49706, 0.32354], [0.57102, 1.89819, -0.26670], [1.35288, -1.47825, -0.77918], [-0.92483, -1.93013, -0.55778], [-3.64194, 0.38315, -0.01683], [-2.71737, -1.28703, 1.22261], [-2.22934, 1.98624, -0.60337], [3.10554, -0.27053, 0.09420], [1.30668, 1.56376, 0.27363], [-2.86237, -0.21416, 0.37354], [-1.27682, 1.35306, -0.42613]],
  "forces_ev_per_a": [[-3.3, 1.5, -1.3], [-0.7, 2.1, 2.5], [1.7, 5.7, 1.3], [-5.4, 4.6, -4.1], [2.2, 3.0, -2.2], [-2.2, -2.5, 0.2], [-2.3, -0.4, -0.5], [2.3, -3.7, -2.1], [-1.2, -2.3, -0.6], [1.2, -1.4, 1.4], [-2.1, 4.5, -3.5], [2.8, -2.5, 1.4], [-2.0, 0.8, 3.1], [6.4, -2.5, 0.7], [4.3, -4.4, 2.9], [-1.7, -2.3, 0.7]]
}